Formula: C4H8O2
Source: OMol25
Level of theory: wB97M-V/def2-TZVPD

Output
Max |F|   3.0 eV/Å
SMILES string   CC1(O)COC1
Gap between HOMO and LUMO   10.255 eV
Molecular weight   88.1 Da
HOMO   -9.36 eV
DFT total energy   -307.54237 a.u.

Geometry (Å):
O (-1.4834, 0.4399, -1.0044)
O (0.3874, -0.7988, 1.5747)
C (-0.8075, 1.0698, 0.4025)
C (-0.8119, -0.7765, -0.6345)
C (1.5224, 0.1485, -0.2635)
C (0.1566, -0.1245, 0.3613)
H (-1.4663, -1.5074, -0.1379)
H (-0.3869, -1.1969, -1.5416)
H (-1.9440, 0.7862, 0.2197)
H (2.1378, 0.7764, 0.3893)
H (-0.3487, 2.0466, 0.1896)
H (-0.4198, -0.7068, 2.0973)
H (1.4103, 0.6439, -1.2338)
H (2.0539, -0.8005, -0.4187)